Density functional theory data (the ωB97M-V functional and the def2-TZVPD basis) for an isolated molecule of C6H8.

Each line ends with the Löwdin charge.
Positions of all 14 atoms, in Å:
C  -0.27216  1.40321  -0.60132  -0.180
C  -0.56135  1.37804  0.79770  0.050
C  -0.68141  0.03547  -0.01549  -0.336
C  0.68773  0.20261  -0.43439  -0.085
C  -1.98251  -0.66956  -0.24280  -0.057
C  2.02732  -0.15593  0.02544  -0.064
H  -0.63761  1.98901  -1.36509  0.096
H  0.19284  1.76355  1.50166  0.079
H  -2.31047  -1.39638  0.45887  0.045
H  -2.14948  -1.19058  -1.30462  0.122
H  -2.81050  0.01458  -0.14573  0.067
H  2.31980  -1.12478  -0.23622  0.049
H  1.88594  -0.05617  1.12773  0.096
H  2.84690  0.53711  -0.43207  0.119

## Properties
- maximum force (Eh/bohr) = 0.06794
- highest occupied orbital energy (alpha / beta) (hartree) = -0.26792 / -0.28387
- total energy (Ha) = -233.17485
- Kohn-Sham gap (alpha / beta) (hartree) = 0.281 / 0.300
- relative energy (zero: lowest compared OMol25 entry of this formula, charge and spin) (kJ/mol) = 557.0